1.
ORCA calculation (ωB97M-V/def2-TZVPD) on the ion C12H19N3 with charge +2 in a non-equilibrium geometry.

Geometry as XYZ:
```
34
Properties=species:S:1:pos:R:3:mulliken_charge:R:1
H -6.9588 -0.7460 0.5647 0.4037
H -2.0417 0.9697 -1.8694 0.3642
C 0.0979 1.6244 -0.5574 -1.0973
C 1.3808 0.8499 -0.9113 -0.6695
H 4.4710 0.3030 1.2090 0.3585
H -3.4436 -2.3912 -1.1282 0.3525
N -5.6104 0.7380 0.4339 -0.0086
H 1.1730 0.1794 -1.7489 0.3816
H 4.2933 0.9275 -0.4389 0.3306
H 2.0497 0.7141 1.1377 0.1628
N -0.9470 0.7363 -0.1244 0.1553
C -3.8023 -1.4543 -0.7084 -0.2172
C 1.8149 0.0397 0.3074 -0.1344
H -0.2322 2.2030 -1.4192 0.4434
C -0.5864 -0.0860 1.0037 -1.0672
C 0.6863 -0.9042 0.7208 -0.6716
H 3.0169 -1.0981 -0.9495 0.4503
H 0.9511 -1.4552 1.6244 0.5121
C -5.9406 -0.5260 0.2653 -0.2114
N 3.0697 -0.7413 0.0136 -0.0438
C 4.3243 0.0242 0.1666 -0.8760
H 0.4816 -1.6204 -0.0783 0.3221
H 0.3164 2.3242 0.2581 0.3923
C -5.1447 -1.5129 -0.2289 -0.2721
H -0.4120 0.5627 1.8683 0.3416
C -1.9742 0.3877 -0.9551 0.4273
H 3.1068 -1.5579 0.6376 0.4134
C -2.9827 -0.4131 -0.7043 -0.7013
H -5.6103 -2.4884 -0.2887 0.3536
H 2.1438 1.5645 -1.2164 0.4491
H -5.3365 2.8990 0.8135 0.4740
C -5.4784 1.8664 0.6386 0.0466
H -1.4139 -0.7564 1.2345 0.4491
H 5.1739 -0.5775 -0.1527 0.3861
```

**DFT total energy**: -632.22256 hartree
**Net charge**: +2


2.
ORCA calculation (ωB97M-V/def2-TZVPD) on a cluster of 2 separate species, C12H19N3O4S in total in a non-equilibrium geometry.

Geometry as XYZ:
```
39
Properties=species:S:1:pos:R:3:mulliken_charge:R:1
C 3.1500 2.6479 1.0212 0.0730
H -0.5516 0.4201 -0.1765 -0.1777
H -0.6041 0.0182 1.9919 0.3104
H -3.6701 -2.2376 -2.0094 0.2464
H 4.6850 5.8755 0.8119 0.3819
C -0.0781 -2.2564 0.4076 -0.1108
C -3.6862 -2.0043 0.1171 0.7915
C -0.4322 -0.9115 2.5345 -0.9723
N 0.1969 -1.9164 1.6746 -0.0021
H -2.2690 -0.2656 -2.5972 0.2948
H -2.4370 -0.9906 1.2577 0.1611
C 0.3884 -0.3807 -1.9259 -1.5807
H 0.1578 -1.0610 -2.7466 0.3907
O -4.6214 -1.7847 0.8699 -0.6874
O 1.7734 1.6471 2.5056 -0.6254
C -3.9034 -2.8353 -1.1314 -1.0584
H -2.8006 0.6160 -1.1444 0.3834
N 2.4013 1.5401 1.4477 1.0242
C 4.5803 3.9989 -0.2862 -0.4986
N -2.4799 -1.5143 0.3988 0.0866
H 0.9792 -2.4207 2.0640 0.2940
C 3.9197 2.7127 -0.1228 -0.1975
C -1.2343 -1.6252 -0.3901 -0.1484
H 5.2288 4.2420 -1.1239 0.3670
H -1.4002 -2.2927 -1.2337 0.3849
H -1.3764 -1.2908 2.9295 0.3560
C -1.9513 0.3958 -1.7911 -1.6729
H -4.9472 -3.1444 -1.1707 0.3268
H 1.2563 -0.7598 -1.3866 0.3214
H 0.6442 0.5987 -2.3314 0.4245
H 0.2279 -0.6909 3.3751 0.3154
O 0.5942 -3.1316 -0.1219 -0.6998
O 2.4115 0.5240 0.7447 -0.5427
H -3.2663 -3.7173 -1.0941 0.3172
C -0.8189 -0.2584 -0.9858 1.2242
H -1.6020 1.3360 -2.2191 0.4752
S 3.2142 4.1595 1.9287 -0.0369
H 4.0278 1.8915 -0.8286 0.4368
C 4.2936 4.8660 0.7369 -0.3757
```

**DFT total energy**: -1331.99114 hartree
**Net charge**: 0


3.
ORCA calculation (ωB97M-V/def2-TZVPD) on a structure of composition C12H19N3PmS4 in a non-equilibrium geometry.

Geometry as XYZ:
```
39
Properties=species:S:1:pos:R:3:lowdin_spin:R:1
H 1.4674 -0.1966 -4.1066 -0.0001
H 1.2612 2.7329 -0.8703 0.0000
N -6.3318 1.8751 0.1608 -0.0012
H 1.4273 -2.1156 4.0463 -0.0001
C -3.5629 0.5829 1.9258 -0.0008
C -5.2765 1.4299 0.4212 -0.0007
H 2.1525 -2.4845 0.1131 0.0001
C -4.5173 0.8568 2.9663 -0.0004
H -0.2342 -1.9229 3.4616 0.0000
C -1.1708 -0.6951 -3.5565 0.0004
H 2.4360 0.3592 -0.6501 0.0002
H -0.4378 2.7074 1.8074 0.0001
H 0.9382 -2.8540 2.5014 0.0000
S -3.0185 0.5679 -0.8370 -0.0248
H -1.0520 3.0787 0.0795 0.0002
C 1.0650 2.7615 0.2641 -0.0006
H -1.0867 -0.4777 -4.6178 0.0000
Pm -0.6510 -0.5345 0.0581 4.0744
N 1.9393 -0.5473 -0.7273 -0.0051
N -5.2422 1.0373 3.8812 0.0003
H 3.1008 -1.1218 -2.4416 0.0000
C 1.4688 0.1437 -3.0654 -0.0002
C 0.8001 -2.0156 3.1693 0.0000
C 2.8627 -0.9724 1.5419 0.0001
H -0.7510 -1.6701 -3.3308 0.0001
S -2.0221 -0.0820 2.4202 -0.0253
H 3.3076 -1.7357 2.1838 0.0000
C -3.9384 0.8565 0.6018 -0.0031
H 3.5050 -0.0800 1.5534 0.0000
H -2.2071 -0.6421 -3.2475 0.0001
H 1.9053 2.3145 0.9113 0.0001
S -0.2621 0.6327 -2.6631 -0.0061
S 1.2825 -0.4515 2.3373 -0.0073
H 1.4827 -1.9119 -2.2868 0.0001
C -0.1822 2.9473 0.7537 -0.0006
C 2.0326 -0.9573 -2.1782 0.0004
C 2.7078 -1.5244 0.1332 0.0000
H 3.7184 -1.6820 -0.3079 -0.0001
H 2.0656 1.0654 -2.9936 0.0000
```

**DFT total energy**: -2833.78346 hartree
**Net charge**: +1
**⟨S²⟩**: 6.01
**Spin multiplicity**: 5